Record 1
{
  "formula": "C32H54F9HfNO19",
  "method": "ωB97M-V/def2-TZVPD",
  "max_force_ev_per_a": 5.15,
  "homo_lumo_gap_ev": 1.105,
  "homo_ev": -12.5,
  "charge": 2,
  "species": ["Hf", "C", "O", "O", "C", "F", "F", "F", "C", "C", "H", "H", "H", "H", "H", "H", "N", "O", "O", "O", "C", "O", "C", "C", "O", "C", "H", "H", "H", "H", "H", "H", "H", "H", "H", "H", "C", "O", "C", "C", "O", "C", "H", "H", "H", "H", "H", "H", "H", "H", "H", "H", "O", "C", "O", "C", "C", "C", "H", "H", "H", "H", "H", "H", "O", "C", "O", "C", "C", "C", "H", "H", "H", "H", "H", "H", "O", "C", "O", "C", "C", "C", "H", "H", "H", "H", "H", "H", "C", "C", "O", "C", "O", "C", "F", "F", "F", "H", "H", "H", "H", "H", "C", "C", "O", "C", "O", "C", "F", "F", "F", "H", "H", "H", "H", "H"],
  "xyz": [[26.003, 21.020, 24.607], [20.684, 19.074, 27.672], [19.510, 19.872, 27.235], [21.708, 19.393, 26.756], [20.845, 19.163, 29.161], [21.418, 20.313, 29.526], [19.678, 19.035, 29.864], [21.646, 18.240, 29.629], [18.764, 19.581, 25.984], [17.456, 20.208, 26.186], [16.789, 19.748, 26.915], [17.641, 21.276, 26.300], [16.900, 20.023, 25.266], [18.676, 18.520, 25.746], [19.164, 20.049, 25.085], [20.265, 18.095, 27.441], [28.510, 18.607, 29.557], [27.862, 19.185, 28.767], [29.448, 19.102, 30.190], [28.177, 17.515, 29.911], [16.814, 12.173, 27.985], [17.262, 12.291, 26.678], [16.256, 12.676, 25.770], [16.814, 12.743, 24.377], [16.182, 13.812, 23.643], [16.766, 14.032, 22.352], [17.499, 11.545, 28.555], [15.812, 11.782, 28.162], [16.729, 13.169, 28.418], [16.027, 13.695, 26.079], [15.429, 11.967, 25.721], [16.844, 11.778, 23.871], [17.804, 13.169, 24.535], [17.796, 14.383, 22.411], [16.042, 14.761, 21.987], [16.563, 13.156, 21.736], [8.545, 15.858, 33.722], [9.943, 15.584, 34.123], [11.021, 15.972, 33.179], [12.320, 15.786, 33.927], [13.410, 15.953, 33.019], [13.691, 17.269, 32.740], [8.530, 16.831, 33.232], [7.952, 15.802, 34.635], [8.240, 15.168, 32.936], [10.868, 16.993, 32.829], [10.857, 15.242, 32.386], [12.153, 14.779, 34.309], [12.296, 16.476, 34.771], [12.828, 17.914, 32.578], [14.308, 17.318, 31.843], [14.192, 17.853, 33.512], [21.580, 24.175, 23.467], [20.938, 25.138, 22.975], [21.223, 26.389, 23.300], [20.289, 27.297, 22.799], [19.176, 26.539, 22.371], [19.728, 25.123, 22.060], [20.719, 27.803, 21.935], [20.117, 28.106, 23.509], [18.770, 27.027, 21.485], [18.369, 26.538, 23.103], [19.964, 25.045, 20.998], [19.073, 24.277, 22.270], [25.576, 12.085, 29.527], [24.566, 11.767, 28.863], [24.381, 10.576, 28.368], [23.157, 10.458, 27.569], [22.925, 11.923, 27.196], [23.420, 12.684, 28.470], [22.372, 10.040, 28.199], [23.416, 9.805, 26.735], [21.884, 12.024, 26.891], [23.580, 12.177, 26.362], [22.639, 12.721, 29.230], [23.734, 13.651, 28.079], [14.684, 23.031, 19.126], [14.919, 23.061, 17.915], [16.118, 23.081, 17.381], [16.217, 23.554, 15.989], [14.763, 24.037, 15.618], [13.936, 23.475, 16.841], [16.490, 22.783, 15.269], [16.986, 24.325, 15.953], [14.413, 23.557, 14.703], [14.780, 25.105, 15.401], [13.368, 22.649, 16.414], [13.118, 24.163, 17.056], [17.806, 25.868, 30.588], [18.951, 24.893, 30.940], [19.618, 24.944, 32.185], [19.045, 24.735, 33.426], [17.819, 24.694, 33.628], [20.011, 24.984, 34.566], [21.293, 24.787, 34.150], [19.958, 26.321, 34.766], [19.733, 24.260, 35.680], [17.957, 26.859, 31.015], [16.941, 25.607, 31.198], [17.602, 25.878, 29.517], [19.792, 25.160, 30.300], [18.604, 23.901, 30.649], [9.419, 17.897, 22.052], [9.403, 17.880, 23.610], [8.959, 16.587, 24.126], [9.185, 16.223, 25.391], [9.764, 16.897, 26.242], [8.635, 14.852, 25.729], [7.388, 14.965, 26.242], [8.530, 14.164, 24.558], [9.420, 14.127, 26.563], [8.464, 17.610, 21.612], [10.215, 17.363, 21.533], [9.617, 18.895, 21.660], [8.858, 18.742, 23.995], [10.432, 17.947, 23.962]],
  "atomic_forces_ev_per_a": [[-0.065, 0.022, 0.191], [-0.505, 0.050, -4.344], [0.967, 0.357, -0.920], [-2.533, -0.440, 3.007], [-0.044, 1.455, 2.568], [-0.392, 0.635, -0.355], [0.700, 0.187, -1.400], [0.621, -1.427, -0.388], [0.950, -0.842, 0.628], [-1.525, 0.400, -0.297], [0.518, 0.293, 0.548], [-0.642, -0.013, 0.268], [0.054, 0.381, -0.358], [0.338, -0.280, 0.600], [0.909, 0.218, 0.414], [0.628, -0.966, -0.020], [1.639, 0.064, 3.246], [-1.495, 2.356, -3.127], [0.269, 0.432, -0.698], [-0.497, -2.790, 0.417], [-0.247, 0.325, 1.085], [0.271, -1.228, -0.832], [-0.117, 0.271, -0.176], [1.141, 1.997, -0.100], [0.068, -1.188, 0.392], [-2.171, -0.038, 0.757], [0.139, 0.242, -0.087], [-0.209, -0.480, -0.727], [0.362, 0.310, 0.371], [-1.006, 0.101, -0.276], [-0.396, 0.224, 0.800], [-0.105, 0.111, -0.248], [0.766, -0.765, -0.142], [0.024, -0.150, -0.179], [0.711, 0.498, -0.487], [0.779, -0.221, -0.144], [2.226, 0.042, -0.370], [-0.040, 0.998, -0.441], [-2.647, -0.769, 0.789], [-1.155, 0.013, -0.417], [-0.614, -1.058, 1.123], [0.378, 1.536, -0.681], [-0.242, 0.305, 0.382], [0.056, -0.033, -0.308], [-0.164, -0.441, 0.256], [-0.093, 0.107, -0.117], [0.609, 0.276, -0.616], [1.278, -0.210, 0.005], [0.554, 0.147, 0.029], [-0.624, -0.268, -0.331], [-0.011, -0.157, 0.057], [0.481, -0.483, 0.636], [-1.760, 2.664, -1.692], [1.585, -3.152, 1.236], [1.538, -0.597, 1.227], [2.270, 2.841, -0.245], [-3.855, -1.664, -1.479], [-0.232, 0.562, 0.356], [0.464, 0.036, -0.078], [-0.119, -0.362, 0.324], [-0.318, -0.291, -0.036], [0.020, -0.355, 0.104], [0.496, -0.016, 0.083], [-0.005, 0.231, 0.212], [-2.830, -0.893, -1.778], [2.617, 2.051, 2.091], [0.007, -1.635, -0.170], [1.047, 0.890, 0.287], [-0.432, -0.792, 0.313], [-0.593, -0.508, -2.001], [0.047, -0.061, -0.073], [-0.221, 0.020, 0.148], [0.025, 0.538, 0.134], [-0.098, 0.040, -0.058], [0.245, 0.208, 0.126], [0.170, 0.138, 0.975], [0.879, -0.870, -2.507], [-2.126, 2.497, 1.845], [2.206, -0.574, -0.749], [-1.570, 0.074, -0.039], [0.957, -0.803, 0.788], [-0.849, 0.547, -2.313], [0.269, -0.466, 0.670], [-0.216, 0.000, 0.266], [0.193, -0.004, 0.038], [-0.407, 0.047, 0.622], [0.257, -0.544, 0.391], [0.430, 0.096, 1.000], [-0.056, -0.031, 2.277], [-0.339, 0.767, -1.869], [-0.102, -0.613, 3.082], [-4.555, 1.061, -2.167], [3.722, -0.557, -0.543], [1.626, 0.359, -0.234], [-0.775, -0.702, 0.812], [-0.472, -0.707, 0.843], [0.476, 1.235, -1.496], [0.657, 0.308, -0.631], [-0.413, -0.518, -0.572], [0.060, -0.011, 0.216], [-0.072, -0.278, -0.278], [0.242, -0.317, 0.557], [-0.303, 0.102, 0.171], [1.588, -0.312, -0.807], [-0.780, -0.324, 0.102], [1.842, 3.087, 1.232], [-1.139, -1.339, -1.667], [-0.686, -1.536, -1.077], [1.004, -0.115, -0.006], [0.000, -0.057, 0.959], [-0.827, 1.036, -0.628], [-0.019, -0.163, 0.190], [-0.037, -0.714, 0.644], [-0.252, 0.438, 0.591], [-0.390, -0.492, 0.243], [0.007, 0.392, 0.057]]
}

Record 2
{
  "formula": "C2H4N2S2",
  "method": "ωB97M-V/def2-TZVPD",
  "max_force_ev_per_a": 2.49,
  "relative_energy_kj_mol": 390.5,
  "homo_lumo_gap_ev": [7.772, 7.274],
  "homo_ev": [-8.2, -7.4],
  "species": ["C", "C", "N", "N", "S", "S", "H", "H", "H", "H"],
  "xyz": [[-1.237, -1.279, 0.807], [-1.541, -0.697, -0.415], [0.021, -1.692, 0.966], [2.230, 0.456, 0.144], [-0.201, -0.712, -1.538], [1.072, -1.533, -0.189], [-1.887, -1.141, 1.760], [-2.543, -0.584, -0.835], [1.972, 0.321, 1.126], [1.572, 1.028, -0.351]],
  "atomic_forces_ev_per_a": [[-1.011, 2.243, 0.395], [-0.167, -1.054, 0.408], [0.729, -1.223, 1.339], [0.511, -2.109, 0.153], [-0.974, 0.058, -1.006], [0.430, 1.279, 0.430], [0.985, -0.811, -2.006], [0.415, 0.391, 0.277], [-0.152, 0.747, -0.196], [-0.766, 0.478, 0.207]]
}

Record 3
{
  "formula": "C22H46NO11",
  "method": "ωB97M-V/def2-TZVPD",
  "max_force_ev_per_a": 0.52,
  "homo_lumo_gap_ev": 4.265,
  "homo_ev": -2.4,
  "charge": -1,
  "species": ["C", "C", "N", "C", "C", "O", "O", "H", "H", "H", "H", "C", "O", "C", "C", "O", "C", "C", "O", "C", "H", "H", "H", "H", "H", "H", "H", "H", "H", "H", "H", "H", "H", "H", "C", "O", "C", "C", "O", "C", "C", "O", "C", "H", "H", "H", "H", "H", "H", "H", "H", "H", "H", "H", "H", "H", "H", "C", "O", "C", "C", "O", "C", "C", "O", "C", "H", "H", "H", "H", "H", "H", "H", "H", "H", "H", "H", "H", "H", "H"],
  "xyz": [[8.491, -4.353, 3.299], [7.292, -4.563, 3.476], [6.028, -4.836, 3.619], [5.163, -3.912, 2.932], [5.293, -2.490, 3.431], [5.034, -2.091, 4.542], [5.736, -1.603, 2.493], [9.512, -4.065, 3.297], [5.328, -3.918, 1.842], [4.120, -4.184, 3.137], [5.744, -0.737, 2.928], [4.393, -2.069, -0.610], [3.107, -1.512, -0.399], [3.121, -0.535, 0.626], [1.874, 0.315, 0.568], [1.906, 1.332, -0.428], [1.668, 0.915, -1.758], [0.207, 0.696, -2.082], [-0.235, -0.563, -1.610], [-1.635, -0.660, -1.582], [4.784, -2.526, 0.298], [4.296, -2.827, -1.386], [5.097, -1.299, -0.949], [4.002, 0.111, 0.520], [3.172, -1.027, 1.606], [1.799, 0.854, 1.516], [0.990, -0.316, 0.456], [2.249, 0.024, -2.008], [2.016, 1.742, -2.383], [0.071, 0.743, -3.173], [-0.386, 1.500, -1.624], [-2.073, 0.078, -0.897], [-1.886, -1.659, -1.228], [-2.071, -0.516, -2.580], [-6.602, 0.857, -7.575], [-6.831, 0.363, -6.278], [-8.030, -0.382, -6.192], [-8.072, -1.188, -4.915], [-7.319, -2.387, -4.966], [-5.913, -2.261, -4.811], [-5.469, -2.061, -3.382], [-5.644, -0.713, -2.986], [-5.553, -0.558, -1.589], [-7.418, 1.511, -7.906], [-5.679, 1.431, -7.548], [-6.493, 0.040, -8.299], [-8.115, -1.063, -7.050], [-8.889, 0.305, -6.209], [-9.105, -1.509, -4.764], [-7.776, -0.567, -4.066], [-5.514, -1.466, -5.445], [-5.504, -3.213, -5.154], [-4.406, -2.332, -3.298], [-6.047, -2.726, -2.727], [-6.341, -1.119, -1.074], [-5.668, 0.501, -1.368], [-4.579, -0.896, -1.216], [0.940, -0.216, 5.068], [1.550, 1.050, 4.950], [2.912, 0.933, 4.567], [3.445, 2.253, 4.068], [3.085, 2.542, 2.723], [1.766, 3.000, 2.495], [1.559, 4.461, 2.819], [1.385, 4.657, 4.211], [1.533, 6.004, 4.579], [1.453, -0.842, 5.807], [-0.088, -0.055, 5.387], [0.939, -0.747, 4.109], [3.016, 0.181, 3.774], [3.507, 0.599, 5.426], [4.534, 2.183, 4.056], [3.158, 3.063, 4.743], [1.032, 2.386, 3.025], [1.606, 2.878, 1.421], [0.666, 4.822, 2.288], [2.427, 5.032, 2.464], [2.542, 6.371, 4.353], [1.366, 6.071, 5.653], [0.805, 6.646, 4.066]],
  "atomic_forces_ev_per_a": [[-0.078, -0.023, -0.063], [0.235, 0.057, -0.170], [-0.093, 0.000, 0.220], [0.047, -0.278, 0.016], [0.019, 0.447, 0.263], [-0.098, -0.025, -0.052], [-0.045, -0.102, -0.179], [-0.048, -0.015, 0.088], [-0.088, 0.109, 0.003], [0.056, -0.028, -0.123], [0.093, -0.107, 0.078], [-0.123, -0.009, -0.052], [0.056, 0.115, -0.122], [-0.047, -0.037, -0.077], [-0.030, -0.095, 0.244], [-0.067, 0.000, -0.003], [0.066, 0.048, -0.085], [-0.033, -0.066, -0.027], [0.006, 0.063, 0.105], [0.004, -0.078, -0.047], [0.057, 0.000, 0.028], [-0.028, -0.004, 0.003], [0.022, -0.008, 0.037], [-0.007, 0.016, 0.073], [0.062, 0.025, 0.004], [0.030, -0.236, -0.172], [0.033, -0.038, -0.065], [-0.054, -0.032, 0.036], [0.028, -0.018, -0.011], [-0.035, 0.048, 0.009], [0.005, 0.017, -0.009], [-0.007, 0.023, -0.033], [0.001, -0.002, -0.005], [-0.024, 0.025, 0.016], [-0.001, 0.068, 0.026], [0.045, -0.121, -0.025], [0.026, 0.075, -0.010], [-0.081, 0.008, 0.042], [0.002, 0.005, -0.007], [0.065, -0.051, -0.042], [0.052, 0.068, 0.024], [-0.152, -0.036, 0.010], [0.091, 0.033, -0.035], [-0.003, -0.008, -0.005], [-0.002, 0.004, -0.001], [-0.022, 0.003, -0.002], [-0.022, -0.008, 0.004], [-0.017, -0.027, -0.048], [0.005, 0.001, 0.026], [0.040, 0.026, -0.044], [-0.007, 0.034, 0.052], [-0.004, 0.008, -0.022], [-0.013, -0.037, 0.042], [0.007, -0.024, -0.012], [0.020, -0.020, 0.001], [0.013, 0.003, -0.004], [-0.015, -0.001, 0.037], [-0.029, 0.013, 0.078], [-0.010, -0.013, -0.181], [-0.042, -0.041, 0.102], [0.050, -0.014, -0.002], [0.094, 0.065, 0.063], [-0.119, 0.161, -0.111], [-0.037, -0.003, 0.051], [0.129, 0.002, 0.027], [-0.068, -0.020, 0.025], [0.013, -0.008, -0.013], [0.003, 0.001, 0.004], [0.021, -0.008, 0.006], [0.047, -0.026, 0.028], [0.038, -0.071, -0.050], [0.008, 0.024, 0.013], [-0.064, -0.021, -0.016], [-0.004, 0.066, 0.081], [-0.004, 0.049, 0.040], [0.036, 0.033, -0.028], [-0.003, -0.005, -0.024], [-0.009, 0.009, -0.020], [-0.004, 0.006, 0.002], [0.009, 0.005, -0.007]]
}

Record 4
{
  "formula": "C11H16NO",
  "method": "ωB97M-V/def2-TZVPD",
  "max_force_ev_per_a": 3.78,
  "relative_energy_kj_mol": 473.1,
  "homo_lumo_gap_ev": [7.148, 7.005],
  "homo_ev": [-11.0, -11.4],
  "charge": 1,
  "species": ["C", "C", "C", "C", "C", "C", "C", "C", "C", "C", "C", "N", "O", "H", "H", "H", "H", "H", "H", "H", "H", "H", "H", "H", "H", "H", "H", "H", "H"],
  "xyz": [[2.824, -1.390, 0.460], [1.879, -2.011, -0.401], [1.049, -0.074, 1.404], [2.461, -0.328, 1.340], [0.549, -1.663, -0.317], [-0.753, -2.336, -0.906], [-1.904, -1.511, -0.268], [-1.180, -0.549, 0.633], [3.402, 0.471, 2.120], [-2.818, 1.956, -2.064], [-2.877, 0.967, 1.166], [0.189, -0.754, 0.608], [-1.673, 0.538, 1.141], [3.825, -1.687, 0.554], [2.165, -2.707, -1.149], [0.632, 0.492, 2.236], [-0.784, -2.434, -2.008], [-0.814, -3.361, -0.537], [-2.552, -0.890, -0.807], [-2.560, -2.306, 0.330], [3.216, 0.283, 3.135], [4.416, 0.338, 1.974], [3.025, 1.552, 2.096], [-3.360, 1.511, -2.847], [-3.452, 1.758, -1.137], [-1.793, 1.618, -2.140], [-3.865, 0.573, 0.825], [-2.898, 2.981, -2.304], [-2.894, 1.934, 1.607]],
  "atomic_forces_ev_per_a": [[-1.858, 1.307, 0.410], [0.129, 1.083, 0.987], [2.158, -0.539, 0.500], [-2.623, -1.623, -2.187], [-0.477, -1.540, -0.720], [0.826, 0.790, -0.209], [0.262, -2.103, 2.952], [-0.856, -1.528, -0.563], [-2.746, 2.436, 0.593], [-1.156, -0.401, 1.248], [-2.725, 1.327, 0.374], [-0.388, 1.493, 1.048], [1.938, -1.065, -0.221], [1.306, -0.589, -0.564], [0.356, -0.685, -0.280], [-0.103, 0.210, -0.607], [0.198, 0.461, 0.558], [0.204, 0.147, 0.067], [-1.049, 0.429, -1.735], [1.032, 1.957, -1.031], [-0.083, -0.633, 1.780], [1.939, -0.103, -0.836], [1.152, -1.190, -0.478], [-0.678, -0.971, -1.160], [1.482, 0.184, -0.994], [0.126, -0.109, 0.644], [1.598, -0.645, 0.052], [0.255, 1.337, 0.097], [-0.218, 0.562, 0.277]]
}

Record 5
{
  "formula": "C5H7NO",
  "method": "ωB97M-V/def2-TZVPD",
  "max_force_ev_per_a": 0.51,
  "relative_energy_kj_mol": 355.8,
  "homo_lumo_gap_ev": 7.534,
  "homo_ev": -7.0,
  "species": ["O", "C", "C", "C", "C", "C", "N", "H", "H", "H", "H", "H", "H", "H"],
  "xyz": [[1.470, 1.176, -1.263], [0.750, 0.701, -0.247], [1.232, -0.411, 0.534], [0.336, -1.618, 0.012], [-0.952, -1.256, -0.020], [-1.457, 0.149, 0.350], [-0.505, 1.130, -0.184], [1.027, -0.294, 1.602], [2.307, -0.572, 0.395], [2.270, 0.639, -1.308], [-1.731, -1.973, -0.277], [-1.500, 0.270, 1.441], [-2.448, 0.384, -0.048], [-0.800, 1.674, -0.986]],
  "atomic_forces_ev_per_a": [[-0.156, -0.003, 0.090], [-0.171, -0.054, -0.114], [0.110, 0.088, 0.067], [-0.391, 0.264, 0.045], [0.031, -0.171, -0.011], [0.008, -0.039, 0.160], [0.413, -0.193, -0.228], [-0.061, -0.019, -0.114], [-0.231, 0.012, 0.028], [0.235, 0.192, -0.070], [0.065, 0.066, 0.082], [-0.038, -0.085, -0.139], [0.160, -0.005, 0.070], [0.025, -0.053, 0.133]]
}

Record 6
{
  "formula": "F3HN2",
  "method": "ωB97M-V/def2-TZVPD",
  "max_force_ev_per_a": 4.09,
  "multiplicity": 3,
  "relative_energy_kj_mol": 0.0,
  "homo_lumo_gap_ev": [11.378, 10.108],
  "homo_ev": [-10.1, -11.4],
  "species": ["N", "N", "F", "F", "F", "H"],
  "xyz": [[0.248, -0.545, 0.958], [2.311, 0.028, -0.390], [-0.391, -1.519, 0.240], [3.208, -0.857, -0.277], [2.701, 0.858, 0.540], [-0.051, 0.436, 0.656]],
  "atomic_forces_ev_per_a": [[0.021, 0.247, 0.962], [-1.598, 1.210, -1.410], [-0.092, 1.301, -0.095], [2.286, -3.349, -0.509], [-0.134, 2.262, 1.551], [-0.483, -1.671, -0.499]]
}